Entry from the OMol25 dataset: C19H24ClN3O5 as an isolated structure in a non-equilibrium geometry (ωB97M-V/def2-TZVPD).

Last column: Löwdin charge in e.
Atoms and positions in Å:
C -5.746 -2.954 0.490  -0.0206
O -4.995 -2.739 -0.828  -0.2239
C -5.399 -1.476 -1.520  -0.1986
C -5.246 -0.288 -0.754  -0.2516
N -4.037 -0.454 -0.128  -0.1786
C -3.969 0.823 0.898  -0.0720
C -2.782 0.629 1.916  0.0458
N -1.533 0.561 0.818  -0.0397
C -0.594 1.497 0.841  -0.4202
O -0.540 2.412 1.651  0.0599
C 0.579 1.500 0.062  -0.1387
N 0.934 0.303 -0.663  0.0965
O 2.208 0.316 -1.323  0.0187
C 2.525 1.870 -0.965  -0.0983
C 1.541 2.340 -0.337  -0.0525
H 1.420 3.325 0.284  0.1949
C 3.799 2.166 -1.543  -0.2443
O 4.632 1.288 -1.942  0.0969
C 5.169 0.435 -1.257  -0.2416
C 5.654 -0.686 -1.727  -0.1285
C 6.112 -1.839 -1.252  -0.0306
C 5.882 -1.782 0.366  -0.6851
C 5.385 -0.722 0.946  -0.1531
C 4.863 0.331 0.380  -0.2197
O 4.340 1.516 0.595  -0.0426
C 4.050 1.235 2.179  0.0866
H 3.396 1.920 2.416  0.0330
H 3.379 0.489 2.313  0.0685
H 4.760 1.133 2.957  0.0995
H 5.327 -0.940 2.032  0.1312
Cl 6.581 -3.130 1.056  0.6985
H 6.603 -2.672 -1.813  0.1098
H 5.809 -0.629 -2.896  0.1628
H 4.199 2.887 -0.894  0.1329
H 3.494 2.824 -2.504  0.2048
C -1.606 -0.410 0.123  -0.3487
H -0.723 -0.733 -0.689  0.1849
C -2.885 -0.440 -0.537  -0.3977
H -3.022 -1.328 -1.369  0.1780
H -2.854 0.521 -1.398  0.1785
H -1.703 -1.571 0.881  0.2111
H -2.678 1.728 2.587  0.2005
H -2.929 -0.151 2.436  0.0231
H -4.856 0.887 1.491  0.0837
H -3.902 1.882 0.158  0.1946
H -5.953 -0.158 -0.020  0.1087
H -5.252 0.465 -1.416  0.1008
H -6.503 -1.762 -1.688  0.1395
H -4.978 -1.483 -2.539  0.1310
H -7.018 -2.870 0.336  0.1549
H -5.460 -3.895 0.687  0.0295
H -5.476 -2.170 1.101  0.0274

Calculated values
- ΔE to the lowest compared entry with this formula, charge and spin (kcal per mole) = 579.9
- 2S+1 = 1



Entry from the OMol25 dataset: C19H48BCrF10N5O9S2 as an isolated structure in a non-equilibrium geometry (ωB97M-V/def2-TZVPD).

Last column: Löwdin charge in e.
Atoms and positions in Å:
Cr 2.041 -1.010 0.321  0.8073
B 0.234 1.233 0.150  -1.5472
F 1.506 0.854 -0.165  0.0948
F -0.305 0.093 0.406  0.2148
F 0.290 2.009 1.265  0.1884
F -0.268 1.973 -0.885  0.1682
C 2.134 0.906 -3.626  -0.5383
F 1.943 0.937 -4.965  0.1375
F 3.423 1.279 -3.372  0.1062
F 1.309 1.832 -3.021  0.1010
S 1.661 -0.807 -2.925  0.7742
O 0.340 -0.654 -2.283  -0.2872
O 1.750 -1.796 -4.004  -0.2881
N 2.770 -1.162 -1.539  -0.3603
S 4.123 -1.742 -2.315  0.6451
O 4.362 -1.389 -3.703  -0.2784
O 5.255 -1.488 -1.445  -0.2964
C 3.802 -3.669 -2.274  -0.5610
F 4.854 -4.253 -1.604  0.1003
F 2.615 -3.956 -1.708  0.1093
F 3.737 -4.140 -3.526  0.1335
C -2.315 4.289 -2.470  -0.0504
C -3.294 3.365 -1.657  -0.3413
C -4.823 3.293 -2.115  -0.2158
O -5.401 4.558 -2.032  -0.1752
C -6.701 4.536 -2.510  -0.1454
N -2.740 1.988 -1.762  0.0136
H -1.892 3.919 -3.404  0.0690
H -1.470 4.724 -1.935  0.0678
H -2.981 5.044 -2.886  0.0577
H -3.276 3.564 -0.586  0.1272
H -5.408 2.500 -1.650  0.1154
H -4.803 2.910 -3.136  0.1138
H -7.025 4.088 -3.449  0.0942
H -6.986 5.577 -2.353  0.0910
H -7.334 4.112 -1.731  0.0807
H -2.587 1.657 -2.704  0.0640
H -1.793 2.119 -1.434  0.0109
C 2.638 0.023 4.595  -0.0444
C 2.511 0.238 3.102  -0.3175
C 3.895 0.290 2.307  -0.1200
O 3.656 0.265 0.885  -0.2823
C 4.630 1.078 0.221  -0.0566
N 1.595 -0.758 2.375  0.0393
H 2.945 -0.992 4.852  0.0794
H 1.739 -0.030 5.209  0.0841
H 3.414 0.692 4.968  0.0913
H 2.117 1.235 2.903  0.1383
H 4.448 -0.587 2.644  0.1328
H 4.447 1.184 2.597  0.1287
H 5.550 0.493 0.231  0.0937
H 4.886 2.034 0.678  0.1004
H 4.357 1.209 -0.826  0.0868
H 0.720 -0.328 2.638  0.0435
H 1.613 -1.488 3.073  0.0838
C 0.016 -3.996 1.861  -0.0330
C 0.209 -3.786 0.370  -0.3848
C -0.867 -4.314 -0.596  -0.1157
O -0.418 -3.691 -1.852  -0.2303
C -1.136 -4.211 -3.013  -0.0493
N 0.375 -2.372 0.044  0.0191
H -0.092 -5.062 2.061  0.0872
H -0.784 -3.368 2.252  0.0436
H 0.865 -3.679 2.466  0.0675
H 1.094 -4.341 0.058  0.1287
H -1.870 -3.952 -0.369  0.1247
H -0.910 -5.401 -0.655  0.1309
H -0.982 -3.624 -3.918  0.0867
H -2.219 -4.152 -2.909  0.0871
H -0.822 -5.211 -3.314  0.0889
H 0.137 -2.597 -0.911  0.0265
H -0.506 -1.993 0.361  0.0570
C -3.773 -2.471 2.748  -0.0693
C -2.882 -1.267 2.603  -0.4299
C -1.748 -1.085 3.630  -0.1303
O -0.828 0.024 3.311  -0.2365
C -1.494 1.329 3.315  -0.0573
N -2.343 -1.447 1.272  0.0665
H -4.361 -2.473 3.666  0.0756
H -3.297 -3.446 2.637  0.0801
H -4.647 -2.389 2.103  0.0811
H -3.477 -0.358 2.688  0.1314
H -1.089 -1.950 3.717  0.1034
H -2.056 -1.100 4.675  0.1250
H -1.994 1.424 4.279  0.0914
H -2.184 1.596 2.514  0.0954
H -0.741 2.115 3.248  0.0837
H -1.769 -0.629 1.125  0.0536
H -3.136 -1.367 0.652  0.0995
C 2.632 4.481 -0.568  -0.1501
O 3.806 5.254 -0.323  -0.1176
H 2.916 3.436 -0.690  0.0572
H 2.136 4.442 0.402  0.0807
H 1.913 4.763 -1.337  0.0820
H 4.415 5.016 -1.026  0.0673

Calculated values
- 2S+1 = 5



Entry from the OMol25 dataset: C33H29BrI2N8O3S2Ti as an isolated structure (ωB97M-V/def2-TZVPD).

Last column: Löwdin charge in e.
Atoms and positions in Å:
Ti 1.051 -0.243 -0.362  0.8075
C 0.117 -3.388 0.756  -0.0551
N 1.350 -2.693 0.359  -0.1803
C 1.924 -3.395 -0.813  -0.1604
C 1.147 -3.073 -2.067  -0.1725
N 1.316 -1.660 -2.438  -0.2093
C 2.625 -1.482 -3.115  -0.0827
C 0.305 -1.218 -3.383  -0.3005
C -0.319 -2.072 -4.279  -0.0355
C -1.222 -1.568 -5.207  -0.0974
C -1.488 -0.209 -5.248  -0.1000
C -0.861 0.645 -4.353  -0.1058
C 0.035 0.147 -3.414  -0.5576
S 0.805 1.198 -2.238  0.7826
C 2.328 -2.649 1.426  -0.2889
C 2.268 -3.474 2.542  -0.0277
C 3.226 -3.378 3.542  -0.0839
C 4.256 -2.459 3.423  -0.0871
C 4.319 -1.632 2.312  -0.1080
C 3.358 -1.711 1.307  -0.5812
S 3.439 -0.616 -0.070  0.7367
H 0.293 -4.463 0.872  0.1004
H -0.251 -2.994 1.699  0.0958
H -0.646 -3.245 -0.003  0.0860
H 2.962 -3.090 -0.919  0.0937
H 1.909 -4.476 -0.631  0.1362
H 1.490 -3.730 -2.874  0.1304
H 0.083 -3.257 -1.922  0.1193
H 2.633 -2.053 -4.049  0.1038
H 2.772 -0.426 -3.333  0.0739
H 3.432 -1.810 -2.468  0.0415
H -0.112 -3.134 -4.267  0.1098
H -1.712 -2.242 -5.898  0.1033
H -2.191 0.188 -5.969  0.1048
H -1.071 1.707 -4.368  0.1027
H 1.471 -4.196 2.649  0.1037
H 3.161 -4.021 4.410  0.1016
H 5.005 -2.373 4.199  0.1038
H 5.104 -0.893 2.221  0.1036
I -3.647 -1.407 -2.022  0.9785
C -3.024 -1.069 -0.071  -0.6452
C -3.952 -0.983 0.991  -0.2194
C -3.544 -0.753 2.275  -0.6780
I -4.989 -0.606 3.775  0.9032
C -2.164 -0.596 2.579  -0.2145
C -1.585 -0.411 3.854  -0.0127
C -0.230 -0.285 3.975  -0.0045
C 0.578 -0.294 2.824  -0.0849
N 0.066 -0.464 1.627  0.0612
C -1.274 -0.639 1.501  -0.1898
C -1.685 -0.887 0.166  -0.4532
O -0.730 -0.932 -0.737  -0.2445
H -5.004 -1.105 0.769  0.0790
H -2.221 -0.376 4.729  0.0723
H 0.235 -0.143 4.940  0.1174
H 1.648 -0.159 2.889  0.1274
Br -1.845 6.784 1.660  0.7253
C -0.568 5.718 0.745  -0.6792
C -0.108 6.118 -0.501  -0.1220
C 0.806 5.315 -1.167  -0.0596
C 1.224 4.111 -0.612  -0.0450
C 0.744 3.726 0.629  -0.1456
C -0.135 4.547 1.329  -0.0914
C 1.087 2.411 1.260  -0.5212
O 1.075 2.282 2.465  0.0981
O 1.404 1.442 0.425  -0.2921
H -0.460 7.041 -0.940  0.1011
H 1.182 5.623 -2.133  0.1091
H 1.917 3.474 -1.141  0.0852
H -0.488 4.235 2.302  0.1113
N -4.468 3.858 1.309  0.1225
N -3.441 3.245 0.613  -0.2820
N -3.225 3.474 -0.666  0.1487
C -2.172 2.712 -0.891  -0.1848
N -1.767 2.061 0.217  0.0631
N -2.587 2.405 1.164  0.1059
H -5.194 3.171 1.484  0.0914
H -4.093 4.171 2.197  0.0797
H -1.674 2.627 -1.841  0.0820

Calculated values
- ΔE to the lowest compared entry with this formula, charge and spin (kcal per mole) = 0.0
- 2S+1 = 1



Listing DFT total energy for the structures above in their given order: -47299.414; -124303.350; -183788.299 eV.